Density functional theory data (the ωB97M-V functional and the def2-TZVPD basis) for a molecular structure, C26H44Br2N8PReSe3Te at a distorted geometry.

Geometry as XYZ:
```
86
Properties=species:S:1:pos:R:3
Re 0.30 2.09 -0.23
Br 2.51 2.52 -1.57
C 1.92 2.86 -3.40
Br 1.13 1.31 -4.19
H 2.78 3.16 -3.97
H 1.16 3.64 -3.33
Se -0.63 4.12 -1.30
Se -4.18 5.07 -0.29
Te -3.91 4.97 -2.68
Se -2.03 3.24 -2.92
N 0.36 0.30 -0.61
P 0.41 -1.29 -0.72
N 1.69 -1.93 -1.54
C 3.03 -1.52 -1.07
C 3.80 -0.86 -2.21
C 4.07 -1.90 -3.32
C 2.88 -2.86 -3.46
C 1.58 -2.23 -2.98
N 0.55 -1.95 0.78
C 0.46 -1.13 1.99
C 0.06 -2.01 3.17
C 1.18 -3.01 3.49
C 1.93 -3.41 2.20
C 1.00 -3.34 0.99
N -0.92 -1.84 -1.48
C -1.71 -1.00 -2.40
C -3.18 -1.28 -2.15
C -3.52 -2.73 -2.54
C -2.28 -3.64 -2.46
C -1.36 -3.23 -1.31
H 3.59 -2.39 -0.70
H 2.92 -0.82 -0.24
H 4.74 -0.44 -1.85
H 3.19 -0.05 -2.61
H 4.97 -2.47 -3.07
H 4.25 -1.38 -4.26
H 3.05 -3.77 -2.88
H 2.76 -3.16 -4.50
H 0.75 -2.93 -3.11
H 1.36 -1.34 -3.57
H -0.26 -0.34 1.82
H 1.43 -0.66 2.22
H -0.87 -2.54 2.92
H -0.15 -1.38 4.04
H 0.76 -3.89 3.97
H 1.89 -2.56 4.19
H 2.33 -4.42 2.29
H 2.77 -2.74 2.03
H 0.14 -4.00 1.17
H 1.51 -3.69 0.10
H -1.46 -1.21 -3.45
H -1.46 0.04 -2.21
H -3.80 -0.57 -2.72
H -3.39 -1.11 -1.09
H -3.91 -2.76 -3.56
H -4.30 -3.11 -1.89
H -1.72 -3.58 -3.40
H -2.58 -4.67 -2.32
H -0.50 -3.89 -1.28
H -1.90 -3.34 -0.37
N -5.17 1.30 2.69
C -3.99 1.48 2.07
C -2.80 1.70 2.80
C -1.62 1.88 2.13
N -1.51 1.84 0.79
C -2.65 1.61 0.09
C -3.87 1.43 0.67
H -5.26 1.42 3.68
H -6.02 1.24 2.15
H -2.82 1.75 3.88
H -0.72 2.06 2.70
H -2.56 1.60 -0.99
H -4.74 1.27 0.05
N 1.88 5.22 4.97
C 1.60 4.65 3.78
C 2.34 3.57 3.28
C 1.99 3.01 2.08
N 0.94 3.43 1.33
C 0.24 4.48 1.81
C 0.53 5.11 2.99
H 2.64 4.90 5.54
H 1.31 5.97 5.32
H 3.19 3.18 3.82
H 2.56 2.18 1.68
H -0.60 4.83 1.21
H -0.07 5.95 3.31
```

Calculated total energy   -394430.2149 eV
HOMO level (alpha / beta)   -7.575 / -7.566 eV
⟨S²⟩   0.779
Multiplicity   2
Total charge   +1
Energy relative to the best compared isomer or geometry (same formula, charge and spin)   14.44 kcal per mole
LUMO (alpha / beta)   -3.86 / -3.50 eV
HOMO-LUMO gap (alpha / beta)   0.13669 / 0.14931 hartree

Per-atom Mulliken charges, elementary charge units: atom 1 (Re): 0.173, atom 2 (Br): 0.028, atom 3 (C): -0.489, atom 4 (Br): 0.020, atom 5 (H): 0.539, atom 6 (H): 0.173, atom 7 (Se): -0.266, atom 8 (Se): -0.594, atom 9 (Te): -0.007, atom 10 (Se): -0.171, atom 11 (N): 0.719, atom 12 (P): -1.924, atom 13 (N): 0.693, atom 14 (C): -0.535, atom 15 (C): -0.339, atom 16 (C): -0.712, atom 17 (C): -1.091, atom 18 (C): 0.053, atom 19 (N): 0.925, atom 20 (C): 0.717, atom 21 (C): -1.112, atom 22 (C): -0.590, atom 23 (C): -1.008, atom 24 (C): -0.812, atom 25 (N): 1.096, atom 26 (C): -0.147, atom 27 (C): -0.660, atom 28 (C): -0.732, atom 29 (C): -1.053, atom 30 (C): -0.594, atom 31 (H): 0.238, atom 32 (H): 0.480, atom 33 (H): 0.452, atom 34 (H): -0.295, atom 35 (H): 0.314, atom 36 (H): 0.360, atom 37 (H): 0.314, atom 38 (H): 0.410, atom 39 (H): 0.030, atom 40 (H): -0.068, atom 41 (H): -0.506, atom 42 (H): 0.143, atom 43 (H): 0.319, atom 44 (H): 0.401, atom 45 (H): 0.325, atom 46 (H): 0.344, atom 47 (H): 0.462, atom 48 (H): 0.224, atom 49 (H): 0.298, atom 50 (H): 0.694, atom 51 (H): 0.216, atom 52 (H): -0.005, atom 53 (H): 0.572, atom 54 (H): 0.094, atom 55 (H): 0.317, atom 56 (H): 0.335, atom 57 (H): 0.257, atom 58 (H): 0.484, atom 59 (H): 0.494, atom 60 (H): 0.356, atom 61 (N): -0.433, atom 62 (C): 0.927, atom 63 (C): -0.998, atom 64 (C): -0.477, atom 65 (N): 0.477, atom 66 (C): -0.376, atom 67 (C): -1.021, atom 68 (H): 0.207, atom 69 (H): 0.208, atom 70 (H): 0.385, atom 71 (H): 0.585, atom 72 (H): 0.439, atom 73 (H): 0.406, atom 74 (N): -0.448, atom 75 (C): 1.073, atom 76 (C): -0.706, atom 77 (C): -0.525, atom 78 (N): 0.174, atom 79 (C): -0.393, atom 80 (C): -0.842, atom 81 (H): 0.198, atom 82 (H): 0.202, atom 83 (H): 0.367, atom 84 (H): 0.402, atom 85 (H): 0.416, atom 86 (H): 0.389